No. 1
C3H5NO | ωB97M-V with the def2-TZVPD basis set

The geometry in XYZ format:
```
10
C3H5NO, DFT ωB97M-V with the def2-TZVPD basis set
O 0.722 -1.152 -0.070
N 0.827 1.109 -0.202
C 1.422 -0.007 -0.251
C -0.658 -0.735 -0.018
C -0.547 0.781 0.203
H -0.625 1.028 1.268
H 2.490 -0.146 -0.384
H -1.292 1.367 -0.341
H -1.146 -1.265 0.802
H -1.133 -1.003 -0.971
```

The calculation puts the total energy at -6728.9531 eV. As for the SMILES: C1=NCCO1. Its HOMO-LUMO gap is 10.65 eV. For the energy above the lowest of the compared OMol25 structures with the same formula, charge and spin, the calculation gives 59.78 kJ/mol. Its charge is 0. The calculation puts the molar mass at 71.08 g mol⁻¹. For the HOMO energy, the calculation gives -9.634 eV.

natural (NBO) atomic charge list, values in e, 4 entries: O -0.49; N -0.47; C 0.38; C -0.10


No. 2
C7H13N2O | ωB97M-V with the def2-TZVPD basis set

The geometry in XYZ format:
```
23
C7H13N2O, DFT ωB97M-V with the def2-TZVPD basis set
O -0.238 2.581 -0.264
N -0.261 -0.592 -1.936
N -1.727 -1.553 -0.738
C 1.156 2.265 2.739
C -0.816 -1.532 -2.891
C 0.295 1.932 0.473
C -1.951 -2.229 -2.066
C 2.001 0.278 1.544
C 0.781 1.254 1.641
C -0.852 -0.552 -0.745
H 0.021 0.278 -2.280
H 2.212 0.140 2.532
H -0.097 -2.266 -3.204
H -0.080 0.629 1.843
H -2.934 -2.014 -2.482
H 2.675 0.913 1.052
H 1.544 -0.579 0.993
H -1.890 -3.280 -1.985
H 0.370 3.008 3.054
H 1.183 1.678 3.630
H -2.237 -1.989 0.130
H 2.054 2.764 2.704
H -1.210 -1.134 -3.743
```

The calculation puts the total energy at -12487.7341 eV. Its HOMO-LUMO gap is 7.97 eV. For the energy above the lowest of the compared OMol25 structures with the same formula, charge and spin, the calculation gives 415.25 kJ/mol. Its charge is +1. The calculation puts the molar mass at 141.19 g mol⁻¹. For the HOMO energy, the calculation gives -12.279 eV.

natural (NBO) atomic charge list, values in e, 4 entries: O -0.27; N -0.61; N -0.61; C -0.61


No. 3
C45H45CuN2O2 | ωB97M-V with the def2-TZVPD basis set

The geometry in XYZ format:
```
95
C45H45CuN2O2, DFT ωB97M-V with the def2-TZVPD basis set
Cu 0.540 -0.001 0.247
O -1.453 0.072 -0.125
O 1.550 -0.657 -1.332
N 1.201 -0.760 2.202
N 0.786 1.972 -0.093
C 1.164 3.566 -1.838
C 1.475 2.387 -1.182
C -4.403 3.456 -2.273
C -1.199 2.061 1.265
C -4.752 3.437 -0.932
C -3.323 2.709 -2.712
C 0.129 1.624 -5.294
C 0.108 4.356 -1.401
C -3.800 -0.312 3.694
C 2.322 -0.080 2.820
C 4.744 -2.439 -2.910
C -3.100 0.379 1.490
C 0.410 -4.683 5.197
C 3.491 -0.099 1.811
C 1.078 1.498 -4.292
C -0.898 -0.409 -4.585
C -0.406 -2.390 1.707
C 5.001 -0.751 -4.587
C -0.312 2.681 0.258
C 3.268 -0.530 -2.929
C -2.961 0.420 2.873
C 0.112 -3.880 3.951
C -4.943 -1.158 1.776
C 3.687 -1.733 -2.373
C -0.669 3.865 -0.359
C -0.863 0.672 -5.450
C -4.036 2.659 -0.042
C -4.106 -0.426 0.960
C 1.046 0.422 -3.412
C 2.915 -0.559 4.171
C 2.588 1.526 -1.661
C -2.962 1.893 -0.478
C -0.830 -4.335 3.043
C -2.099 -4.006 0.886
C 2.048 0.155 -2.268
C -4.795 -1.104 3.154
C 0.603 -1.891 2.580
C -1.090 -3.559 1.910
C 3.941 -0.045 -4.044
C -2.609 1.932 -1.820
C -2.139 1.041 0.495
C 1.898 1.389 3.048
C 0.800 -2.697 3.736
C 5.406 -1.951 -4.026
C 0.042 -0.525 -3.580
H 1.043 1.421 3.724
H -3.671 -0.257 4.769
H -2.193 1.025 3.326
H 4.239 0.660 2.048
H 3.744 0.104 4.436
H -2.588 -4.935 1.183
H 0.167 2.474 -5.967
H -2.855 -3.235 0.745
H -0.620 1.441 1.945
H 1.500 -2.418 4.504
H -4.974 4.060 -2.970
H 1.616 1.829 2.096
H -1.765 1.337 -2.139
H -0.097 5.321 -1.847
H -4.314 2.641 1.006
H -0.234 -5.563 5.251
H -1.801 2.804 1.794
H -1.666 -1.163 -4.698
H 3.080 0.081 0.822
H -3.030 2.746 -3.754
H 3.312 -1.569 4.101
H 3.224 1.222 -0.829
H -4.209 -0.473 -0.115
H 0.247 -4.084 6.097
H 5.054 -3.377 -2.466
H -5.721 -1.775 1.341
H -1.354 -5.270 3.210
H 6.229 -2.505 -4.461
H -1.537 4.408 -0.011
H 3.632 0.880 -4.508
H 1.836 2.262 -4.217
H 2.181 -0.503 4.973
H -5.582 4.041 -0.582
H -0.622 -1.797 0.829
H 5.517 -0.368 -5.461
H -1.601 0.774 -6.238
H 3.198 2.060 -2.394
H -5.440 -1.686 3.800
H 1.784 3.906 -2.656
H 2.708 1.974 3.488
H 1.450 -5.021 5.203
H 3.970 -1.078 1.806
H 3.131 -2.083 -1.514
H -1.609 -4.163 -0.075
H 0.017 -1.339 -2.871
```

The calculation puts the total energy at -99111.5044 eV. Its HOMO-LUMO gap is 4.82 eV. Its charge is -2. The calculation puts the molar mass at 709.41 g mol⁻¹. For the HOMO energy, the calculation gives -0.247 eV.

natural (NBO) atomic charge list, values in e, 4 entries: Cu 0.97; O -0.95; O -0.95; N -0.76


No. 4
C34H38FNO7 | ωB97M-V with the def2-TZVPD basis set

The geometry in XYZ format:
```
81
C34H38FNO7, DFT ωB97M-V with the def2-TZVPD basis set
F 0.752 1.296 1.506
O -4.499 4.399 0.099
O -0.241 -1.047 0.537
O 3.382 -4.727 0.922
O 3.556 0.033 5.137
O 2.474 -4.940 -1.110
O 1.520 -0.373 4.277
O -4.949 -0.118 1.217
N -2.354 3.959 -0.560
C 4.506 -4.043 1.480
C 1.029 -2.575 -3.206
C -4.091 2.739 -3.610
C -3.379 4.016 0.393
C -2.820 3.901 -1.932
C 3.367 -4.554 -0.420
C 2.938 -2.233 4.512
C -2.983 4.822 -4.108
C -0.442 -0.466 -2.685
C -0.521 1.773 1.823
C -2.496 4.908 -2.807
C 0.663 -1.248 -3.406
C -3.594 2.821 -2.326
C -3.564 2.210 2.206
C 2.759 -0.737 4.688
C 2.431 -1.069 -5.066
C -1.582 -1.314 -2.074
C 5.512 -3.891 0.355
C 2.071 -3.137 -3.947
C 0.769 -1.528 3.893
C -1.601 0.871 1.199
C -3.888 0.151 0.692
C -1.206 -0.340 0.343
C 0.785 2.543 3.812
C -3.120 3.647 1.861
C -3.448 -0.440 -0.621
C -2.154 -0.686 -0.814
C -3.753 3.752 -4.491
C 2.785 -2.399 -4.864
C -2.911 1.107 1.377
C 4.587 -3.765 -0.857
C 1.395 -0.531 -4.352
C 1.797 -2.578 3.554
C -0.569 1.915 3.362
H -4.642 2.162 1.992
H -2.099 3.883 2.190
H -3.804 2.073 -1.561
H 5.025 -4.189 -1.757
H -2.380 -1.549 -2.789
H 4.156 -3.075 1.848
H 0.146 -1.284 3.034
H -4.135 3.697 -5.510
H 6.187 -3.047 0.483
H 3.914 -2.455 4.088
H 2.823 -2.727 5.478
H -3.759 4.322 2.444
H -1.165 -2.291 -1.782
H 1.161 3.247 3.053
H 1.544 1.768 3.887
H -0.586 2.743 1.306
H 3.598 -2.810 -5.459
H 0.716 3.089 4.759
H 4.288 -2.730 -1.029
H -1.679 3.228 -0.361
H -0.898 0.181 -3.452
H -3.475 1.982 3.275
H -4.713 1.885 -3.863
H -0.595 0.912 3.806
H 4.906 -4.619 2.314
H 2.975 -0.465 -5.791
H 1.125 0.514 -4.520
H 2.126 -2.439 2.523
H 6.120 -4.794 0.276
H 0.517 -3.194 -2.472
H -1.399 2.516 3.734
H 2.361 -4.179 -3.822
H -4.171 -0.668 -1.406
H 0.125 -1.818 4.728
H 1.429 -3.597 3.655
H -2.753 5.612 -4.820
H -1.911 5.774 -2.511
H 0.010 0.223 -1.958
```

The calculation puts the total energy at -54414.3283 eV. As for the SMILES: CC[C@@H](F)C1=C(CCC(=O)Nc2ccccc2)C(=O)C=C(CCc2ccccc2)C1=O.O=C1CCCO1.O=C1CCCO1. Its HOMO-LUMO gap is 8.07 eV. For the energy above the lowest of the compared OMol25 structures with the same formula, charge and spin, the calculation gives 41.04 kJ/mol. Its charge is 0. The calculation puts the molar mass at 591.68 g mol⁻¹. For the HOMO energy, the calculation gives -9.150 eV.

Löwdin atomic charge list, values in e, 4 entries: F -0.01; O 0.09; O 0.13; O 0.03